# 1
{"formula": "C25H34NOPbSi", "method": "the ωB97M-V functional and the def2-TZVPD basis", "homo_ev": -3.018, "energy_ha": -1585.2760, "charge": -1, "homo_lumo_gap_ha": 0.20121, "largest_force_ev_per_a": 3.19, "elements": ["C", "C", "C", "H", "C", "C", "H", "C", "C", "C", "H", "C", "C", "H", "H", "H", "H", "H", "H", "Pb", "C", "C", "C", "H", "H", "H", "H", "H", "H", "C", "C", "H", "H", "O", "N", "C", "H", "C", "C", "H", "C", "H", "C", "H", "C", "H", "C", "H", "H", "H", "C", "Si", "C", "C", "H", "H", "H", "H", "H", "H", "H", "H", "H"], "xyz": [[-1.6299, 2.0911, 1.9576], [-0.2915, 2.3503, 1.6075], [-0.1831, 2.3938, 0.2088], [0.4966, 2.6074, 2.3106], [-1.4849, 2.2003, -0.3445], [-2.3936, 2.0149, 0.7598], [-1.7739, 2.4048, -1.3665], [-0.0341, -1.2671, 3.2402], [0.6714, -0.0391, 3.3510], [1.7519, -0.0599, 2.4400], [0.4721, 0.7340, 4.0825], [1.7096, -1.2829, 1.7332], [0.6215, -2.0460, 2.2508], [0.6995, 2.7155, -0.3460], [-3.4742, 2.0152, 0.6993], [-2.0337, 2.0631, 2.9675], [0.3192, -3.0483, 1.9223], [2.4867, 0.7238, 2.2674], [-0.8611, -1.5902, 3.8730], [-1.4227, -0.4607, -0.1281], [2.4511, -1.5982, 0.4520], [2.8168, -3.0825, 0.3792], [3.7274, -0.7658, 0.2758], [3.3713, -3.3838, 1.2825], [3.4363, -3.2882, -0.5055], [1.9373, -3.7246, 0.3184], [4.4013, -0.8956, 1.1420], [3.5185, 0.3051, 0.1740], [4.2586, -1.0685, -0.6411], [1.3289, -1.2017, -0.5803], [1.2119, -1.7443, -2.0009], [1.2646, -0.0958, -0.6446], [0.4428, -1.7481, -0.1506], [0.6261, -2.8361, -2.1942], [1.6548, -0.8338, -2.9823], [0.6263, 0.1849, -3.3176], [1.9424, -1.3365, -3.8302], [1.1356, 1.5907, -3.2123], [0.2369, 2.6199, -3.4833], [-0.7676, 2.3362, -3.7958], [0.6277, 3.9385, -3.3135], [-0.0967, 4.7283, -3.5024], [1.9358, 4.2387, -2.9074], [2.2478, 5.2818, -2.8143], [2.8492, 3.2007, -2.6658], [3.8740, 3.4280, -2.3647], [2.4513, 1.8635, -2.8241], [3.1439, 1.0412, -2.6255], [-0.2831, 0.0738, -2.6766], [0.2643, 0.0111, -4.3467], [-3.0382, -3.2555, 1.7255], [-3.4564, -1.4735, 1.3783], [-4.6139, -1.2330, -0.0852], [-3.8524, -0.4847, 2.9143], [-2.5254, -3.7343, 0.8733], [-3.9673, -3.8183, 1.9194], [-2.4099, -3.3352, 2.6259], [-5.5788, -1.7279, 0.1135], [-4.8254, -0.1637, -0.2639], [-4.1990, -1.6694, -1.0165], [-4.8447, -0.7597, 3.3104], [-3.1029, -0.6916, 3.6901], [-3.8671, 0.5879, 2.6844]], "mulliken_charge": [-0.14, -0.80, -0.11, 0.54, -0.60, -1.20, 0.58, -0.51, -0.93, -0.68, 0.44, 0.15, -1.41, 0.28, 0.54, 0.34, 0.22, 0.38, 0.62, 0.87, 3.10, -1.92, -2.09, 0.42, 0.42, 0.32, 0.43, 0.29, 0.43, 0.38, -0.85, -0.01, -0.18, -0.66, 0.00, -0.53, 0.34, 0.75, -0.39, 0.41, -0.50, 0.36, -0.53, 0.34, -0.58, 0.38, -0.28, 0.39, -0.25, 0.56, -1.01, 0.17, -1.07, -0.86, 0.28, 0.41, 0.25, 0.37, 0.25, 0.28, 0.44, 0.19, 0.20]}

---

# 2
{"formula": "C25H34F8LiO11", "method": "the ωB97M-V functional and the def2-TZVPD basis", "e_above_lowest_kcal_mol": 0.0, "homo_ev": -12.665, "energy_ha": -2607.0885, "charge": 1, "homo_lumo_gap_ha": 0.40291, "largest_force_ev_per_a": 2.49, "elements": ["Li", "O", "C", "O", "C", "C", "C", "H", "H", "H", "H", "H", "H", "O", "C", "O", "C", "C", "C", "H", "H", "H", "H", "H", "H", "O", "C", "O", "C", "C", "C", "H", "H", "H", "H", "H", "H", "O", "C", "O", "C", "C", "C", "H", "H", "H", "H", "H", "H", "O", "C", "O", "C", "C", "C", "H", "H", "H", "H", "H", "H", "C", "C", "C", "F", "F", "F", "F", "O", "C", "C", "F", "F", "F", "F", "H", "H", "H", "H"], "xyz": [[0.2125, -19.3433, -2.5549], [0.9728, -17.3534, -2.5293], [0.8910, -16.2730, -3.0573], [-0.1134, -15.9055, -3.8448], [-0.0804, -14.4947, -4.0795], [1.3938, -14.0938, -3.9403], [1.9439, -15.1987, -3.0321], [-0.5898, -13.9132, -3.3066], [-0.5302, -14.3015, -5.0478], [1.5715, -13.1030, -3.5318], [1.9925, -14.1988, -4.8464], [2.2373, -14.9498, -2.0112], [2.8526, -15.6442, -3.4440], [-0.2946, -19.8903, -4.5735], [-0.4256, -20.7846, -5.3570], [-0.0144, -20.6541, -6.6111], [-0.2395, -21.8355, -7.4184], [-0.9411, -22.8359, -6.4706], [-1.0202, -22.1517, -5.0968], [0.6272, -22.2427, -7.9268], [-0.9728, -21.5076, -8.1521], [-0.3707, -23.7542, -6.3210], [-1.9181, -23.1214, -6.8485], [-0.4474, -22.5918, -4.2822], [-2.0667, -22.1901, -4.8012], [-0.0640, -21.2708, -1.8605], [0.0133, -22.2693, -1.2167], [-0.6720, -23.3915, -1.5905], [-0.1112, -24.5158, -0.9278], [1.1447, -24.0065, -0.1699], [0.8046, -22.5331, 0.0190], [0.2300, -25.3092, -1.5931], [-0.7966, -24.9970, -0.2304], [2.1165, -24.2217, -0.6254], [1.3762, -24.5021, 0.7784], [1.6235, -21.8145, -0.0602], [0.2731, -22.3583, 0.9522], [-1.5730, -18.7318, -2.1537], [-2.3995, -17.9939, -2.6174], [-2.5373, -17.7808, -3.9166], [-3.7888, -17.1169, -4.1890], [-3.9736, -16.2996, -2.9387], [-3.5401, -17.2928, -1.8668], [-4.5540, -17.8774, -4.3514], [-3.7451, -16.4736, -5.0646], [-4.9432, -15.8884, -2.6575], [-3.2845, -15.4554, -3.0099], [-4.2633, -18.0725, -1.6284], [-3.1584, -16.8180, -0.9661], [2.1716, -19.7419, -2.9246], [2.9157, -19.6004, -3.8585], [4.1558, -20.0840, -3.8034], [4.9222, -19.5725, -4.8925], [4.1501, -18.3799, -5.4963], [2.7000, -18.7749, -5.1202], [5.1999, -20.2915, -5.6612], [5.8568, -19.1967, -4.4747], [4.3140, -18.3089, -6.5668], [4.4150, -17.4478, -5.0035], [2.1825, -19.4501, -5.8029], [2.0673, -17.9352, -4.8533], [3.8016, -19.1829, 0.0901], [2.9781, -18.0308, 0.6758], [1.5308, -18.4425, 0.8447], [0.7464, -17.3689, 1.0697], [1.0799, -19.1089, -0.2408], [3.4918, -17.5747, 1.8236], [3.0999, -17.0120, -0.2168], [3.8036, -20.2309, 1.0577], [4.8765, -21.0775, 1.1104], [4.8492, -22.0337, -0.0569], [4.9441, -21.4328, -1.2805], [5.7916, -23.0050, 0.0110], [6.0354, -20.4200, 1.2686], [4.7037, -21.8018, 2.2353], [4.8188, -18.8321, -0.0888], [3.3683, -19.5026, -0.8584], [1.3820, -19.1360, 1.6742], [3.8940, -22.5644, -0.1176]], "mulliken_charge": [1.71, -0.05, -0.24, -0.23, -0.64, -0.63, -0.12, 0.34, 0.38, 0.32, 0.29, 0.41, 0.04, -0.44, 0.24, -0.41, -0.44, -0.67, 0.05, 0.31, 0.29, 0.29, 0.31, -0.14, 0.34, -0.32, 0.09, -0.40, -0.54, -0.78, 0.76, 0.32, 0.27, 0.30, 0.52, -0.84, 0.34, -0.65, 0.37, -0.16, -0.59, -0.37, -0.54, 0.31, 0.34, 0.38, 0.11, 0.32, 0.33, -0.04, 0.28, -0.26, -0.64, -0.57, 0.43, 0.32, 0.38, 0.38, 0.19, 0.14, -0.38, -0.79, 0.98, -0.13, -0.33, 0.01, -0.32, -0.26, -0.37, 0.72, 0.75, -0.18, -0.29, -0.30, -0.31, 0.76, 0.09, 0.18, -0.33]}

---

# 3
{"formula": "C3H7N2O2", "method": "the ωB97M-V functional and the def2-TZVPD basis", "e_above_lowest_kcal_mol": 176.2, "homo_ev": [-3.850, -3.364], "energy_ha": -378.2972, "charge": -1, "homo_lumo_gap_ha": [0.29315, 0.27634], "largest_force_ev_per_a": 5.19, "elements": ["C", "C", "C", "N", "N", "O", "O", "H", "H", "H", "H", "H", "H", "H"], "xyz": [[1.4701, -1.1347, -0.1595], [0.7407, 1.3558, -0.1653], [0.6822, -0.0336, 0.4995], [-1.4940, -1.0003, -0.1392], [-2.4632, -0.2461, 0.1134], [-3.5713, -0.7852, -0.1670], [-2.4342, 0.9251, 0.5459], [1.5840, -0.8847, -1.1562], [2.4292, -1.1738, 0.3605], [0.7936, -1.9944, -0.0796], [-0.1297, 1.7667, 0.0322], [0.6870, 1.3927, -1.2537], [1.5717, 2.1071, 0.1313], [0.1338, -0.2946, 1.4377]], "mulliken_charge": [-1.03, -1.10, -0.18, -0.67, 1.12, -0.75, -0.70, 0.26, 0.27, 0.36, 0.41, 0.32, 0.24, 0.45]}

---

# 4
{"formula": "C16H9F5N3O9RuS2", "method": "the ωB97M-V functional and the def2-TZVPD basis", "homo_ev": [-6.318, -6.425], "energy_ha": -2846.9832, "spin_multiplicity": 5, "charge": -1, "homo_lumo_gap_ha": [0.29833, 0.25530], "largest_force_ev_per_a": 0.62, "elements": ["Ru", "O", "C", "O", "C", "C", "C", "C", "C", "C", "O", "N", "O", "O", "N", "O", "O", "H", "H", "C", "C", "C", "O", "H", "H", "H", "H", "H", "H", "H", "F", "C", "C", "F", "C", "F", "C", "S", "C", "F", "C", "F", "O", "S", "N"], "xyz": [[-0.6642, -0.1492, -0.0255], [3.0781, -1.1866, -0.9816], [2.1608, -0.4018, -1.1152], [0.9510, -0.7439, -1.4796], [2.3942, 1.0803, -0.9364], [3.6651, 1.5164, -1.2390], [3.9783, 2.8668, -1.1764], [3.0453, 3.8003, -0.7830], [1.7811, 3.3683, -0.4382], [1.3869, 2.0002, -0.5128], [0.1824, 1.6517, -0.2126], [0.8551, 4.4091, 0.0230], [-0.1198, 4.0889, 0.6658], [1.1423, 5.5671, -0.2463], [5.3205, 3.3143, -1.5277], [6.1212, 2.4774, -1.9020], [5.5707, 4.5038, -1.4370], [4.4079, 0.7885, -1.5301], [3.2928, 4.8478, -0.7285], [-0.6044, -1.1828, 3.4526], [0.5004, -1.4512, 2.4459], [1.8803, -1.4622, 3.0809], [0.5053, -0.4431, 1.4533], [-0.5926, -1.9371, 4.2429], [-1.5826, -1.2098, 2.9722], [-0.4663, -0.1995, 3.9066], [0.3178, -2.4219, 1.9675], [2.1005, -0.4795, 3.5022], [2.6373, -1.6918, 2.3306], [1.9357, -2.2053, 3.8791], [-6.2630, -3.8707, -1.3429], [-5.4201, -2.8354, -1.2865], [-4.9110, -2.4180, -0.0719], [-5.2662, -3.0509, 1.0513], [-4.0432, -1.3434, -0.0256], [-3.5931, -0.9652, 1.1768], [-3.6403, -0.6626, -1.1668], [-2.5418, 0.7108, -1.1136], [-4.1762, -1.1029, -2.3726], [-3.8461, -0.4994, -3.5164], [-5.0539, -2.1695, -2.4423], [-5.5472, -2.5674, -3.6195], [-0.0290, -3.6416, -1.8511], [0.2059, -2.7369, -0.7512], [-1.0559, -1.9623, -0.3183]], "lowdin_spin": [2.78, 0.03, 0.01, 0.14, 0.01, 0.00, 0.01, 0.00, 0.01, 0.01, 0.12, 0.00, 0.00, 0.00, 0.00, 0.00, 0.00, 0.00, 0.00, 0.01, 0.03, 0.00, 0.24, 0.00, 0.00, 0.00, 0.00, 0.00, 0.00, 0.00, 0.00, 0.00, 0.00, 0.00, 0.01, 0.01, 0.03, 0.14, 0.01, 0.00, 0.00, 0.00, 0.06, 0.10, 0.26]}

---

Number 2 is which compound? C25H34F8LiO11

---

Please write out number 4 again, unchanged.
{"formula": "C16H9F5N3O9RuS2", "method": "the ωB97M-V functional and the def2-TZVPD basis", "homo_ev": [-6.318, -6.425], "energy_ha": -2846.9832, "spin_multiplicity": 5, "charge": -1, "homo_lumo_gap_ha": [0.29833, 0.25530], "largest_force_ev_per_a": 0.62, "elements": ["Ru", "O", "C", "O", "C", "C", "C", "C", "C", "C", "O", "N", "O", "O", "N", "O", "O", "H", "H", "C", "C", "C", "O", "H", "H", "H", "H", "H", "H", "H", "F", "C", "C", "F", "C", "F", "C", "S", "C", "F", "C", "F", "O", "S", "N"], "xyz": [[-0.6642, -0.1492, -0.0255], [3.0781, -1.1866, -0.9816], [2.1608, -0.4018, -1.1152], [0.9510, -0.7439, -1.4796], [2.3942, 1.0803, -0.9364], [3.6651, 1.5164, -1.2390], [3.9783, 2.8668, -1.1764], [3.0453, 3.8003, -0.7830], [1.7811, 3.3683, -0.4382], [1.3869, 2.0002, -0.5128], [0.1824, 1.6517, -0.2126], [0.8551, 4.4091, 0.0230], [-0.1198, 4.0889, 0.6658], [1.1423, 5.5671, -0.2463], [5.3205, 3.3143, -1.5277], [6.1212, 2.4774, -1.9020], [5.5707, 4.5038, -1.4370], [4.4079, 0.7885, -1.5301], [3.2928, 4.8478, -0.7285], [-0.6044, -1.1828, 3.4526], [0.5004, -1.4512, 2.4459], [1.8803, -1.4622, 3.0809], [0.5053, -0.4431, 1.4533], [-0.5926, -1.9371, 4.2429], [-1.5826, -1.2098, 2.9722], [-0.4663, -0.1995, 3.9066], [0.3178, -2.4219, 1.9675], [2.1005, -0.4795, 3.5022], [2.6373, -1.6918, 2.3306], [1.9357, -2.2053, 3.8791], [-6.2630, -3.8707, -1.3429], [-5.4201, -2.8354, -1.2865], [-4.9110, -2.4180, -0.0719], [-5.2662, -3.0509, 1.0513], [-4.0432, -1.3434, -0.0256], [-3.5931, -0.9652, 1.1768], [-3.6403, -0.6626, -1.1668], [-2.5418, 0.7108, -1.1136], [-4.1762, -1.1029, -2.3726], [-3.8461, -0.4994, -3.5164], [-5.0539, -2.1695, -2.4423], [-5.5472, -2.5674, -3.6195], [-0.0290, -3.6416, -1.8511], [0.2059, -2.7369, -0.7512], [-1.0559, -1.9623, -0.3183]], "lowdin_spin": [2.78, 0.03, 0.01, 0.14, 0.01, 0.00, 0.01, 0.00, 0.01, 0.01, 0.12, 0.00, 0.00, 0.00, 0.00, 0.00, 0.00, 0.00, 0.00, 0.01, 0.03, 0.00, 0.24, 0.00, 0.00, 0.00, 0.00, 0.00, 0.00, 0.00, 0.00, 0.00, 0.00, 0.00, 0.01, 0.01, 0.03, 0.14, 0.01, 0.00, 0.00, 0.00, 0.06, 0.10, 0.26]}